one.
DFT (ωB97M-V/def2-TZVPD) results for a 2-piece molecular cluster, CH3INOP overall.

Summary:
SMILES: O=C=NP.I
Gap between HOMO and LUMO, Eh: 0.37633
Highest occupied orbital energy, hartree: -0.361
LUMO energy, eV: 0.41

Geometry (Å):
C  -1.15506  2.37087  -0.01678
N  -0.55700  1.33505  0.01911
O  -1.65954  3.34736  0.26307
P  0.06603  -0.02723  -0.79860
I  -3.70511  -0.26323  -0.05216
H  -2.26028  -0.76476  -0.39892
H  0.38839  -0.57351  0.36761
H  1.34725  0.52602  -0.86358

Results of the Mulliken charge analysis, in e, for atoms 1 through 4: 0.57, -0.26, -0.37, -0.08

two.
DFT (ωB97M-V/def2-TZVPD) results for the molecule CH3INOP.

Summary:
SMILES: O=C(I)NP
Gap between HOMO and LUMO, Eh: 0.35828
Highest occupied orbital energy, hartree: -0.357
LUMO energy, eV: 0.03

Geometry (Å):
C  0.95789  -0.23314  0.28535
N  -0.09934  0.55217  -0.04942
O  0.90681  -1.31144  0.74720
P  -1.77255  0.04061  -0.36360
I  2.92278  0.84242  0.14185
H  0.19205  1.55365  -0.38062
H  -1.68777  -0.50944  0.81237
H  -1.41987  -0.93482  -1.19313

Results of the Mulliken charge analysis, in e, for atoms 1 through 4: 0.47, -0.36, -0.42, 0.04

Least stable: one

one.
DFT (ωB97M-V/def2-TZVPD) results for the molecule C26H33N3O3.

Summary:
SMILES: CN(CC1CCOCC1)C(=O)C[C@@H]1C(=O)NCCN1Cc1ccc(-c2ccccc2)cc1
Gap between HOMO and LUMO, Eh: 0.32812
Highest occupied orbital energy, hartree: -0.307
LUMO energy, eV: 0.58

Geometry (Å):
C  -1.71384  -2.67068  -3.00294
N  -1.10046  -1.39201  -2.72121
C  -1.42183  -0.60577  -1.67239
O  -0.83350  0.44025  -1.45379
C  -2.55967  -1.03656  -0.75593
H  -3.15763  -1.84566  -1.16728
C  -1.98461  -1.40938  0.63296
N  -2.86756  -0.94573  1.68869
C  -3.95932  -1.86175  1.90904
H  -4.51015  -1.95265  0.96874
H  -4.63132  -1.44833  2.66409
C  -3.47411  -3.24858  2.34652
N  -2.43239  -3.68398  1.44441
C  -1.67165  -2.90020  0.65449
O  -0.80359  -3.38783  -0.04966
H  -2.17786  -4.66280  1.45831
H  -3.09237  -3.20909  3.37549
H  -4.29712  -3.96883  2.31842
C  -2.16390  -0.53508  2.89345
C  -1.24636  0.62008  2.58977
C  0.05572  0.64648  3.06831
C  0.89930  1.69584  2.75487
C  0.46537  2.73229  1.93469
C  -0.84484  2.70606  1.46225
C  -1.69147  1.66980  1.79517
H  -2.70431  1.65155  1.42404
H  -1.20067  3.51122  0.83727
C  1.37323  3.82689  1.56137
C  2.18980  4.43443  2.51143
C  3.03728  5.46625  2.15226
C  3.08727  5.90011  0.83811
C  2.28407  5.29678  -0.11558
C  1.43030  4.26999  0.24213
H  0.81763  3.78566  -0.50403
H  2.32543  5.62802  -1.14330
H  3.75132  6.70492  0.55820
H  3.66075  5.93517  2.90013
H  2.14356  4.10710  3.54043
H  1.91631  1.69364  3.12000
H  0.41803  -0.16547  3.68455
H  -2.92259  -0.21791  3.61817
H  -1.57914  -1.35212  3.34933
H  -1.03584  -0.87116  0.73595
H  -3.19134  -0.15903  -0.60868
C  0.02822  -0.96821  -3.53085
H  -0.06707  0.10963  -3.69517
C  1.37966  -1.23341  -2.85337
C  2.52589  -0.77895  -3.75913
C  3.86455  -1.09199  -3.08892
H  4.69951  -0.84892  -3.75035
O  3.99654  -2.46193  -2.79272
C  2.98098  -2.90288  -1.91788
C  1.58371  -2.70919  -2.50702
H  1.49444  -3.31585  -3.41148
H  0.84587  -3.04157  -1.77761
H  3.18466  -3.96035  -1.73770
H  3.05199  -2.35890  -0.96287
H  3.95690  -0.49888  -2.16482
H  2.45914  0.29157  -3.95691
H  2.47357  -1.31368  -4.71058
H  1.40324  -0.64825  -1.92843
H  -0.02120  -1.47801  -4.49486
H  -1.61106  -3.35168  -2.15752
H  -1.21380  -3.11930  -3.85720
H  -2.77172  -2.55140  -3.25414

Results of the Mulliken charge analysis, in e, for atoms 1 through 4: -1.03, 0.29, -0.03, -0.71

two.
DFT (ωB97M-V/def2-TZVPD) results for the molecule C26H33N3O3.

Summary:
SMILES: Cc1cccc(N2CCN(C(=O)CCC(=O)N3C[C@H](C)Oc4ccc(C)cc43)C[C@@H]2C)c1
Gap between HOMO and LUMO, Eh: 0.30701
Highest occupied orbital energy, hartree: -0.283
LUMO energy, eV: 0.67

Geometry (Å):
C  -8.32370  -2.88746  0.42776
C  -7.71666  -1.51636  0.41132
C  -6.46904  -1.30056  -0.14374
C  -5.87879  -0.03166  -0.16595
C  -6.60145  1.03248  0.37568
C  -7.85463  0.82192  0.92188
C  -8.41338  -0.44026  0.95195
H  -9.38970  -0.59535  1.38635
H  -8.39487  1.65960  1.33936
H  -6.19358  2.03109  0.38784
N  -4.63827  0.12739  -0.77688
C  -4.16310  1.44272  -1.14411
C  -3.25618  2.05138  -0.06806
N  -2.17163  1.12927  0.20648
C  -0.90027  1.47646  -0.09792
O  -0.63058  2.57901  -0.54382
C  0.17308  0.43458  0.16781
H  -0.00058  -0.45034  -0.44682
C  1.55242  1.00379  -0.15306
C  2.62523  -0.04532  0.08918
O  2.34927  -1.13893  0.53931
N  3.90041  0.31260  -0.24318
C  5.00785  -0.54965  -0.04071
C  4.92096  -1.92192  -0.23814
C  6.02237  -2.74721  -0.07449
C  7.24028  -2.17562  0.27262
C  7.34896  -0.81302  0.45893
C  6.24066  0.01224  0.31033
O  6.43865  1.35015  0.51163
C  5.28128  2.16201  0.47977
C  5.72591  3.59547  0.22601
H  6.19109  3.67124  -0.75339
H  6.45362  3.88782  0.97739
H  4.87369  4.26708  0.27268
C  4.32267  1.64949  -0.60324
H  3.47906  2.32506  -0.70396
H  4.86142  1.60618  -1.55785
H  4.77068  2.09389  1.45516
H  8.28782  -0.35651  0.72942
H  8.11133  -2.80109  0.39976
C  5.90130  -4.22378  -0.30366
H  4.89799  -4.56808  -0.06647
H  6.61701  -4.76915  0.30685
H  6.10195  -4.45894  -1.34959
H  3.97122  -2.34888  -0.51283
H  1.57135  1.33074  -1.19448
H  1.72707  1.87674  0.47946
H  0.14554  0.12733  1.21488
C  -2.64818  -0.16275  0.63311
H  -1.82182  -0.83512  0.84968
C  -3.56325  -0.79080  -0.44546
H  -4.00558  -1.68872  -0.00761
C  -2.76184  -1.19423  -1.68386
H  -3.43880  -1.49688  -2.47861
H  -2.14951  -0.37126  -2.04323
H  -2.10880  -2.02988  -1.44465
H  -3.23756  -0.02589  1.54968
H  -2.82173  2.99189  -0.40908
H  -3.81855  2.21894  0.85730
H  -5.01219  2.09252  -1.35144
H  -3.58590  1.34602  -2.06950
H  -5.94971  -2.13414  -0.59403
H  -7.70170  -3.59862  -0.11003
H  -9.31147  -2.87104  -0.03025
H  -8.43974  -3.23541  1.45401

Results of the Mulliken charge analysis, in e, for atoms 1 through 4: -1.51, 0.75, -0.19, 0.68

Least stable: one